[1]
The following is a DFT calculation (ωB97M-V/def2-TZVPD) of a cluster of 7 separate species, C19H21F6NO20 in total in a non-equilibrium geometry.

```
67
Properties=species:S:1:pos:R:3:forces:R:3
C -14.0377 -2.8551 20.0094 -0.903 -0.016 0.376
C -14.8119 -2.3856 18.8322 -2.523 0.569 0.364
O -15.7789 -3.4184 18.5596 1.250 1.650 -0.270
C -15.3606 -4.4986 19.2151 -3.098 -6.992 -2.456
O -15.7851 -5.6758 18.9757 1.784 5.538 1.627
O -14.4654 -4.2014 20.1096 2.354 -0.366 1.750
F -14.0470 -2.1222 17.7776 0.763 0.035 -1.201
H -14.4378 -2.3142 20.8670 0.425 -0.085 0.308
H -12.9711 -2.6742 19.8761 0.026 -0.608 0.140
H -15.3841 -1.4966 19.0973 -0.001 0.112 -0.489
C -16.8380 1.1189 17.7897 0.053 0.751 0.543
C -17.1822 1.7847 19.1255 -0.685 -1.229 -0.751
O -18.1414 0.8919 19.6557 0.592 -0.569 0.192
C -17.9639 -0.3673 19.0661 -1.547 0.106 1.713
O -18.4904 -1.3536 19.4950 0.836 1.091 -0.759
O -17.1624 -0.2428 18.0294 1.055 -0.572 -1.074
F -17.7875 2.9433 18.8667 -0.426 1.342 0.142
H -15.7997 1.3318 17.5352 0.043 -0.784 -0.167
H -17.4809 1.5220 17.0072 0.001 -0.042 -0.004
H -16.3636 1.9546 19.8249 0.003 -0.036 0.072
C -21.2666 -4.9147 11.8230 0.442 1.229 0.491
C -20.0707 -5.7437 12.3406 -0.958 0.553 0.066
O -18.9261 -4.9873 12.0470 -0.078 -0.198 -0.189
C -19.2877 -3.7314 11.8301 1.443 2.404 0.000
O -18.4854 -2.8140 11.7050 -2.029 -1.762 0.128
O -20.6434 -3.5974 11.8261 0.020 0.051 -0.015
F -19.9863 -6.9014 11.7102 0.171 -1.412 -0.422
H -22.1099 -4.9713 12.5112 0.279 0.386 0.372
H -21.7382 -5.0151 10.8454 0.783 -0.792 -0.301
H -20.1272 -5.8502 13.4239 0.210 -0.474 0.042
C -11.8523 0.2846 15.9513 1.034 0.374 -0.031
C -11.0770 1.5694 15.9608 -1.359 1.375 0.679
O -11.2236 2.0742 14.6326 0.505 -0.046 1.172
C -11.4988 1.0093 13.8504 -1.266 1.666 -6.061
O -11.6508 1.0743 12.6003 1.068 -0.228 4.910
O -11.7026 -0.0462 14.5635 -0.992 -2.754 1.196
F -9.7879 1.4498 16.2885 1.383 -0.500 -0.227
H -12.8658 0.4949 16.2928 -0.316 -0.266 -0.717
H -11.4237 -0.4514 16.6315 0.099 -0.221 -0.518
H -11.4789 2.2465 16.7146 -0.224 0.495 -0.483
C -14.8051 -1.5059 13.7524 -1.307 -0.591 -0.799
C -16.1361 -1.9058 14.4441 2.156 -0.482 -0.427
O -16.7791 -0.6940 14.7214 -1.527 -0.863 -0.055
C -16.0678 0.3283 14.3108 0.465 1.338 -1.719
O -16.4771 1.4615 14.2208 0.875 -1.081 0.756
O -14.8475 -0.1028 13.8736 0.127 1.386 -0.376
F -15.7014 -2.3830 15.5870 -0.020 -1.195 3.068
H -14.8493 -1.9233 12.7464 0.173 0.902 -0.550
H -13.8822 -1.8904 14.1866 -0.425 -0.016 0.527
H -16.7234 -2.6970 13.9782 -0.503 0.643 -0.299
C -12.9110 -4.9225 15.7157 0.118 2.517 -1.944
C -11.5142 -4.1730 15.7222 -2.882 -2.485 -0.061
O -10.9323 -4.8119 16.8152 1.357 -0.165 0.446
C -11.8322 -5.5684 17.5129 -1.081 -1.380 3.025
O -11.6389 -6.2202 18.5346 0.479 1.945 -2.795
O -13.0625 -5.4281 16.9866 1.086 -1.102 0.543
F -11.6690 -2.8586 15.9389 0.435 1.093 0.310
H -12.8573 -5.6033 14.8662 -0.388 -0.786 0.537
H -13.7544 -4.2500 15.5593 0.008 -0.001 -0.271
H -11.0133 -4.3660 14.7735 0.591 0.353 0.366
C -18.1162 -4.4744 16.1348 0.628 -0.994 0.492
N -17.2472 -5.5659 15.6370 -0.605 2.999 2.263
O -16.0083 -5.4844 15.7526 3.505 1.339 0.322
O -17.7305 -6.5425 15.0820 -3.110 -3.064 -2.187
H -18.4607 -3.8947 15.2784 -0.579 0.211 -0.155
H -17.6686 -3.8127 16.8763 0.841 -0.035 -0.503
H -18.9024 -4.9054 16.7547 -0.633 -0.254 -0.660
```
Forces are in eV/Å.

As for the multiplicity: 2. The calculation puts the HOMO energy (alpha / beta) at -0.0227 / -0.1516 Eh. Its net charge is -1. The calculation puts the HOMO-LUMO gap (alpha / beta) at 2.00 / 5.51 eV.


[2]
The following is a DFT calculation (ωB97M-V/def2-TZVPD) of a structure of composition C19H21F9N4O8PdS.

```
63
Properties=species:S:1:pos:R:3:forces:R:3
Pd -1.5999 1.8881 -0.7942 0.627 0.434 -0.634
O -2.2159 0.5417 2.0037 0.051 0.058 0.004
C -3.4035 -0.1846 1.7963 -0.043 -0.033 -0.026
C -3.5154 -0.8819 0.4502 0.016 -0.067 -0.003
C -4.4102 -1.9424 0.3256 0.020 0.011 0.033
C -4.5490 -2.5655 -0.8988 -0.007 -0.020 -0.039
C -3.7900 -2.1144 -1.9694 -0.017 -0.003 0.013
C -2.9274 -1.0559 -1.7580 -0.024 0.072 -0.017
N -2.7865 -0.4514 -0.5736 -0.098 -0.059 0.112
H -2.3481 1.4596 1.7326 -0.027 -0.055 -0.028
H -4.2860 0.4523 1.9254 0.015 0.021 -0.003
H -3.4535 -0.9491 2.5747 -0.010 0.011 0.003
H -4.9817 -2.2695 1.1856 0.001 -0.005 -0.002
H -5.2371 -3.3924 -1.0198 0.001 -0.001 0.005
H -3.8655 -2.5668 -2.9482 0.000 -0.001 0.000
H -2.3253 -0.6495 -2.5640 0.028 -0.004 0.012
F 2.0194 1.9710 -3.0931 -0.005 0.013 0.008
C 0.9228 2.7227 -3.2860 -0.019 -0.005 -0.022
F 0.7381 3.4295 -2.1623 0.016 0.012 -0.021
F 1.1892 3.5908 -4.2678 -0.002 -0.012 0.011
C -0.3136 1.8101 -3.5746 0.055 0.115 0.061
O -0.6599 1.1198 -2.4702 -0.447 -0.307 0.237
C -1.4746 2.6889 -4.1399 -0.026 -0.020 0.020
F -1.2825 3.0467 -5.4167 0.009 -0.008 -0.004
F -1.6038 3.8177 -3.4241 -0.003 -0.009 -0.008
F -2.6303 2.0298 -4.0692 0.023 0.016 -0.004
C 0.0814 0.7554 -4.6560 0.060 -0.066 -0.011
F 0.7718 1.2810 -5.6756 -0.010 -0.011 0.016
F -1.0126 0.1676 -5.1611 -0.003 0.021 0.012
F 0.8318 -0.2123 -4.1175 -0.014 0.027 -0.015
O -3.4107 2.6818 -1.3685 -0.092 0.180 -0.084
C -3.3940 3.4380 -0.3657 0.029 0.030 0.104
O -2.4769 3.3137 0.5090 -0.255 -0.354 0.020
H -4.1519 4.2191 -0.2482 -0.047 -0.042 0.023
C 4.0726 -4.6275 4.2284 -0.011 -0.009 0.012
C 3.3016 -3.3201 4.1006 -0.001 -0.001 -0.009
S 3.5857 -2.6214 2.4907 -0.028 0.020 0.005
O 2.9549 -3.4608 1.5018 0.001 -0.007 0.004
O 4.9833 -2.3006 2.3617 0.008 0.011 0.007
C 2.6770 -1.0849 2.5218 0.013 -0.033 0.000
C 2.9723 -0.3477 1.2181 -0.024 0.020 0.009
N 1.9460 0.6561 0.9393 0.043 -0.055 0.005
C 0.8955 0.4416 0.1200 -0.056 0.077 0.085
N 0.1147 1.5196 0.1115 0.250 -0.072 0.217
C 0.6585 2.4512 0.9391 -0.006 0.037 -0.040
C 1.7944 1.9258 1.4606 -0.032 -0.028 0.072
N 2.6726 2.5407 2.4057 0.162 0.077 -0.191
O 3.5903 1.8709 2.8536 -0.066 -0.020 0.056
O 2.4492 3.6989 2.6817 -0.058 -0.033 0.070
C 0.6693 -0.8343 -0.5992 0.023 0.049 -0.065
H 3.8911 -5.0628 5.2098 -0.002 0.007 0.001
H 5.1416 -4.4554 4.1177 0.002 0.001 -0.006
H 3.7520 -5.3403 3.4703 0.001 0.002 -0.002
H 3.6304 -2.5748 4.8257 0.014 -0.008 0.002
H 2.2247 -3.4659 4.1908 -0.004 0.001 0.000
H 2.9877 -0.5023 3.3873 0.021 0.007 -0.006
H 1.6197 -1.3416 2.6009 -0.006 0.001 -0.012
H 2.9631 -1.0441 0.3827 0.003 0.000 -0.003
H 3.9444 0.1299 1.2594 -0.002 0.003 -0.001
H 0.2096 3.4148 1.1050 0.017 0.004 0.014
H 1.4878 -1.0321 -1.2929 0.003 0.004 -0.008
H -0.2417 -0.7571 -1.1781 -0.058 0.005 0.019
H 0.6031 -1.6654 0.1056 -0.005 -0.001 -0.012
```
Forces are in eV/Å.

The calculation puts the HOMO energy at -0.3330 Eh. The calculation puts the HOMO-LUMO gap at 8.15 eV.


Number 1: E_tot -2895.28073 a.u.. Number 2: E_tot -2982.38888 a.u..